# 1
C62H92AsF12N6O4 | wB97M-V/def2-TZVPD

Summary:
* total charge: +1
* HOMO energy: -0.31801 hartree
* total energy: -176355.96120 eV

```
177
C62H92AsF12N6O4 wB97M-V/def2-TZVPD
N -0.8379 7.1254 5.7266
H 6.7233 -8.6474 -2.5476
C -4.0636 1.4857 -7.9909
H -6.6990 2.2076 6.8142
H -3.1493 10.1154 -5.4193
H -9.4725 2.4761 -0.3809
H -3.6316 9.8326 -2.9595
H 8.1418 -10.9425 0.5791
H 8.5751 -9.4507 -1.1463
H -1.6134 9.4700 -1.4326
H -1.7979 7.8956 7.5112
C 6.4247 -9.5468 0.5888
F -2.5883 -9.5989 8.1678
F -0.2752 1.0562 0.6248
F -3.7440 0.2360 1.5951
H 1.3758 10.0680 -4.8355
H 10.9310 -7.5525 -2.0250
C 9.2736 0.4673 2.1660
C -10.8552 5.9118 -2.2267
C 7.9916 0.1079 1.7706
C -3.3022 -7.0403 5.2098
C 7.3227 0.1194 4.1081
C -5.9373 -6.2393 -2.7615
O -8.7406 5.1210 -1.3425
C 5.9907 -8.7273 -1.7445
H 12.1310 -6.8719 -1.1027
H 0.2598 9.9954 -2.8904
C 3.2363 8.7377 -6.7352
C -10.3090 1.2245 -1.9244
C -0.4855 7.2463 -4.7121
C -7.7289 5.3588 8.7060
C 0.8975 -1.9881 7.9115
C -0.2192 -0.8467 9.4593
C -2.6291 9.9254 -3.3771
H 6.4981 -9.1348 1.5953
H 5.8554 2.4882 -6.8018
C 11.0754 -7.1331 -1.0294
C -0.3519 9.2146 6.3549
C -5.1904 2.3450 -7.6057
C 4.8690 -7.0635 -0.4237
N 4.0008 1.0656 -4.5227
H 5.6363 -9.7566 -1.7993
H 7.2311 -12.6979 1.5749
H 2.7566 -0.3124 -5.5283
H 4.0724 0.7006 -7.7224
H -6.9196 2.1507 9.4041
H -2.9298 8.4418 -4.9190
H 1.9556 8.4721 -4.1462
H -3.4814 1.1303 -7.1535
H 0.9541 -2.3986 6.9141
C 1.4268 -2.3838 9.0993
O -3.1152 -8.1972 6.0194
C -1.0655 8.0436 6.7314
C 9.2576 -8.0529 0.5161
C 9.5771 0.6208 3.5047
F -2.6003 2.1395 0.2484
C -1.7937 -9.8605 7.0793
C -7.5253 -5.5128 -4.2402
H -3.9963 -5.4326 6.5228
H -6.4451 2.7537 -10.6303
H -2.4900 11.0030 -3.2902
C -7.1006 -6.5861 -3.4215
C 6.2940 -7.0840 0.0993
H 10.0992 0.6481 1.4935
C 5.1753 1.8510 -6.2561
O -0.9099 -8.5129 5.2704
H 1.4203 7.5836 -6.6723
C 7.0645 -10.9871 0.4195
H 10.5312 -6.1943 -0.9265
H 4.4025 -6.0935 -0.2517
C -1.0877 9.6342 -5.4054
H 7.7372 -0.0748 0.7370
H -5.2881 -6.6133 6.1099
H -8.5782 2.4280 -1.8973
C 3.5199 0.4448 -5.6304
C 4.2419 0.9385 -6.6827
H 11.2257 -8.9346 0.3017
H -7.9290 6.3618 6.9177
C 6.9842 0.0930 2.7725
C 6.5616 -11.8404 1.5077
H 8.9359 -7.0779 0.8819
H -1.2414 6.2045 5.6307
C -5.7165 2.4485 -9.8938
H -1.0509 9.3163 -6.4474
C -6.0365 2.8573 -8.6158
H -4.4869 1.1390 -11.2545
H -5.3736 -6.6145 -1.9201
H -7.5384 4.3929 10.4684
H 6.4638 -6.9866 1.1715
H -0.3375 10.1536 6.8882
H -1.4517 7.0038 -4.2697
C 0.4575 8.9194 5.2593
H -11.3742 1.2909 -1.7027
H 3.4718 8.5068 -7.7742
H 11.1945 -7.3535 1.0622
H 5.5793 -12.3089 1.4477
H -4.6752 -5.5141 4.9766
C 1.7052 8.6068 -6.4275
F -2.2479 -0.2103 -0.5462
F -10.2364 6.6742 -3.1613
H 2.2238 -3.0965 9.2521
O -10.3264 3.5883 -1.8578
H 3.9068 8.2034 -6.0621
H 5.9878 -0.1692 2.4488
H 5.3380 -9.6019 0.5237
H 10.6025 0.8204 3.7789
C -4.3492 -6.1601 5.7918
H 8.9279 0.4785 5.5203
N -5.5325 -5.0312 -3.2691
H -4.6945 -4.5824 -2.9279
C 10.7861 -7.9392 0.2387
F -1.4392 -0.9180 1.8931
C 0.0702 7.6211 4.8739
C 4.9497 -7.5992 -1.7851
H -2.0992 8.1179 -2.3949
H 5.6887 2.4750 -4.1682
H 4.2479 -7.7149 0.1912
C -6.9533 3.0901 7.3824
N 6.8331 -8.4530 -0.4558
C 8.5924 0.4502 4.4941
C 5.1107 1.8717 -4.8526
C -0.2452 9.0367 -3.0089
C -1.6882 9.1251 -2.4639
C -3.9019 1.0355 -9.2884
N -0.1293 8.7631 -4.5121
C -4.7010 1.5481 -10.2782
H 9.0064 -8.8042 1.2648
N -0.0872 -1.0572 8.1220
H 0.3136 6.6496 -4.2724
C -7.5592 5.4299 7.3191
H 6.6235 -11.3551 2.4818
H -2.3118 -6.6213 5.0318
H -6.7381 3.6578 -8.4331
C -7.0649 3.0283 8.7917
C -9.5778 2.4797 -1.4658
H -7.2368 4.0907 5.5859
C -9.8553 4.8755 -1.7169
F -2.1306 -10.9982 6.5389
H 1.0867 9.2199 -7.0830
H -5.2903 2.7276 -6.6007
F -11.3289 6.7056 -1.2491
H 6.9367 -6.3350 -0.3633
H -9.8314 0.3387 -1.5057
H -3.1231 0.3817 -9.6525
C 8.3417 -8.4639 -0.7465
H -7.6263 -7.5261 -3.3415
H -3.7265 -7.3221 4.2461
H -0.8039 10.6866 -5.4139
H 3.6652 0.8465 -3.5957
H -0.6325 -0.6241 7.3904
H -8.0089 6.2260 9.2855
C -1.8873 -8.7706 5.9993
H 0.2596 7.0221 3.9954
C -6.4324 -4.5804 -4.1908
H 8.5382 -7.7396 -1.5370
C 0.6259 -1.7318 10.0736
C -2.5228 9.4488 -4.8267
F -1.8799 1.4392 2.6090
H -10.2888 1.0606 -3.0018
H -6.2862 -3.6031 -4.6265
C -7.4084 4.2352 9.4080
H 0.3443 8.2277 -2.5777
H 3.5903 9.7510 -6.5455
H 1.1491 9.5740 4.7498
H -0.9889 -0.1808 9.8208
H 6.8179 -11.4017 -0.5579
As -2.0041 0.6110 1.0694
C -7.2050 4.2351 6.6557
F -0.4852 -9.9823 7.5039
H 4.0076 -7.9463 -2.2094
H 5.3042 -6.9244 -2.5642
H 6.5444 0.1166 4.8569
C 1.3874 8.9817 -4.9243
F -11.9291 5.2892 -2.7244
H 0.6486 -1.8771 11.1435
H -8.3752 -5.4009 -4.8972
H -0.6308 7.0761 -5.7789
```

=====

# 2
C15H22As2BaN4O2S5 | wB97M-V/def2-TZVPD

Summary:
* total charge: -2
* HOMO energy: -0.03271 hartree
* total energy: -202520.71089 eV

```
51
C15H22As2BaN4O2S5 wB97M-V/def2-TZVPD
S -2.0782 1.3557 -1.3989
C 0.8649 -1.0742 3.6769
H 1.4620 -1.9212 -1.0659
C 1.8531 5.0527 -0.6364
S -2.6982 4.3049 0.5943
H -4.0479 -5.0343 -1.7630
C 3.5950 0.4786 -0.6321
N 0.3974 0.3089 3.4150
C -4.5947 -4.0961 -1.8007
H -3.9995 -0.3512 -1.2234
H 1.1861 0.9399 3.3339
H -0.2761 3.1536 1.1075
C 2.6408 2.8216 -0.3262
H 5.7381 0.3043 -0.4269
S -5.4270 2.2985 -0.6640
O 2.4610 -2.2889 2.3807
H 0.0121 -1.6639 4.0218
H 3.4973 -3.3112 -1.0473
C 2.4332 -1.4527 -0.9538
N 2.4249 -0.1203 -0.8067
H -5.4071 -1.3481 -1.7072
H 5.7115 -2.1574 -0.7332
H -1.6236 -1.5454 -1.6771
C 4.8080 -0.2262 -0.5975
N 3.6599 1.8681 -0.5350
H -2.3493 -2.5580 -2.9209
As -3.4251 2.3315 0.1117
H -0.1308 5.3754 0.2071
C -4.6473 -1.1843 -0.9440
H -4.7279 -3.7633 -2.8322
C 3.5718 -2.2357 -0.9533
C 0.6302 3.4213 0.5666
H 3.7199 4.3191 -1.4326
H 1.9680 6.0475 -1.0531
H -5.0953 -0.9493 0.0171
H 1.6589 -1.1419 4.4169
O 0.5456 -1.5996 1.3796
C 1.3711 -1.7289 2.3805
C 2.8330 4.0977 -0.8493
H -0.2152 0.6652 4.1357
N 1.5812 2.4885 0.3942
Ba -0.8433 0.0499 0.8941
C -2.0469 -2.5300 -1.8753
H 4.5465 2.2592 -0.7927
S -3.3284 1.0735 1.9455
C 0.7135 4.7118 0.0680
H -5.5615 -4.2168 -1.3185
H -1.3347 -3.3181 -1.6482
C 4.7865 -1.5924 -0.7678
S -3.1997 -3.5272 1.1232
As -3.6141 -2.7907 -0.7870
```

=====

# 3
C5H6O2 | wB97M-V/def2-TZVPD

Summary:
* total charge: 0
* HOMO energy: -0.33520 hartree
* total energy: -9375.08112 eV
* relative energy (zero: lowest compared OMol25 entry of this formula, charge and spin): 194.37 kJ/mol

```
13
C5H6O2 wB97M-V/def2-TZVPD
H -1.2524 -1.6480 -0.9261
H 1.7254 -1.3415 1.9594
H 2.6195 -0.3298 0.6636
C -1.2571 -0.7160 -0.3530
O -0.7005 -0.9534 0.9631
O -1.5293 2.0895 -0.3169
C -0.0787 0.2054 -0.6891
C -0.4100 1.6746 -0.4886
C 1.6938 -0.7048 1.0818
H 0.4583 2.3639 -0.5037
C 0.5108 -0.4455 0.5478
H -2.2463 -0.2588 -0.3098
H 0.4665 0.0643 -1.6286
```

=====

# 4
C4H12FO2S2Tl | wB97M-V/def2-TZVPD

Summary:
* total charge: +2
* HOMO energy: -0.61661 hartree
* total energy: -37493.50502 eV
* relative energy (zero: lowest compared OMol25 entry of this formula, charge and spin): 0.00 kJ/mol

```
22
C4H12FO2S2Tl wB97M-V/def2-TZVPD
H -0.0863 0.3773 -3.8991
H 3.3179 0.5602 2.6340
F 0.6384 5.0004 -0.8806
H -0.0325 -1.6198 3.3184
H -3.7768 -1.0732 -1.5307
O -0.8957 0.0025 -1.0863
C -1.1541 0.4641 -3.6981
O 1.2313 -0.0231 1.1205
C -3.3760 -0.2845 -2.1675
H -3.5630 0.7137 -1.7716
S -1.5466 -0.6168 -2.3056
H -1.5681 1.4650 -3.5758
H 4.3256 -0.5320 1.7293
H 3.6015 -0.9185 3.3758
H 1.4979 -1.9990 4.1625
Tl -0.0124 2.3690 0.3361
H -1.8012 0.0404 -4.4662
S 1.8730 -1.2444 1.8852
C 0.9905 -1.2929 3.5051
H -3.8993 -0.5415 -3.0885
H 0.7811 -0.3549 4.0194
C 3.4547 -0.4918 2.3836
```